# 1
C26H62Br6N6O14P2 as an isolated structure at a distorted geometry. Source: the OMol25 dataset; level of theory: ωB97M-V/def2-TZVPD.

Output
* calculated total energy: -504406.79077 eV
* HOMO-LUMO gap: 7.66 eV
* LUMO energy: -0.60 eV

The geometry in ORCA input format:
```
! RIJCOSX wB97M-V def2-TZVPD def2/J DEFGRID3
* xyz 0 1
O -9.4788 -21.7523 -21.1958
O -3.3045 -20.4711 -20.8611
H -5.0010 -19.5470 -11.5873
H -4.6945 -15.4704 -8.5767
H -5.7335 -14.8097 -19.3050
Br -0.6877 -14.9338 -12.3625
P -9.3845 -10.8177 -15.1684
H -8.4946 -15.8959 -16.6066
N -4.9317 -17.5519 -8.8047
H -5.6429 -18.9141 -7.3721
H -5.3669 -18.8513 -17.6307
C -2.2276 -18.7519 -11.4829
O -11.4088 -21.6950 -20.0386
Br -2.3452 -13.0733 -10.1323
O -6.7860 -15.7752 -15.4683
H -3.6264 -20.7896 -22.8576
C -7.4759 -12.5330 -15.9077
H -3.3185 -16.5866 -14.0155
C -5.6166 -17.8451 -7.5559
H -2.2263 -18.6981 -12.5734
N -8.0274 -11.2004 -16.1165
H -11.7563 -18.7203 -15.5957
H -6.8622 -12.6042 -15.0039
H -8.4155 -19.0035 -20.0980
H -0.6938 -16.6268 -8.7165
C -0.6464 -13.5534 -10.9775
H -0.8482 -18.0598 -6.9960
H -4.4567 -18.4391 -12.7453
H -1.0201 -19.4968 -8.1015
H -5.1925 -17.2686 -6.7224
O -9.5569 -16.1053 -20.3123
C -10.7999 -18.2463 -15.7650
O -8.3110 -15.1341 -21.9176
H -8.2511 -13.2796 -15.7155
O -4.9288 -15.4315 -14.4756
C -12.0495 -22.6521 -20.8628
H -11.5819 -23.6323 -20.9330
C -3.5221 -15.5551 -14.3080
H -7.7813 -20.6318 -19.8071
H -10.4267 -12.0249 -17.6064
H -11.8117 -12.7942 -17.0732
H -8.2349 -19.5429 -18.4528
H -2.1845 -15.7646 -8.1903
C -5.0722 -16.2004 -9.3010
N -9.9621 -9.4030 -15.8816
H -7.6348 -9.3454 -17.0106
H -5.4735 -17.8292 -11.4160
C -10.7623 -12.6570 -16.7858
H -13.0242 -22.8613 -20.4225
H -12.2371 -22.1970 -21.8340
H -11.5557 -8.5332 -14.8135
H -10.0163 -8.3510 -17.6661
H -11.3904 -16.9182 -20.8292
N -2.3239 -17.8733 -8.4810
H -4.5566 -16.1002 -10.2549
H -2.2749 -19.0494 -6.8313
O -4.4798 -18.6427 -21.2862
C -10.5079 -8.3374 -15.0575
H -11.8552 -13.3040 -14.4622
C -8.4506 -15.5694 -20.8106
Br 0.6307 -14.1204 -9.5718
H -10.5701 -7.4218 -15.6584
O -3.8597 -19.9984 -8.9542
C -2.8211 -20.4990 -22.1842
H -9.8154 -8.0632 -14.2673
H -10.1182 -13.6958 -14.3391
O -9.8034 -20.4006 -19.4345
Br -9.5822 -19.7589 -16.0604
C -1.5245 -18.7109 -7.5446
H -6.3316 -9.9957 -15.8442
C -7.1042 -10.1957 -16.5988
O -4.2659 -19.4507 -19.1871
C -1.7768 -16.5746 -8.8102
N -3.4544 -18.2281 -10.9095
H -11.3749 -9.5302 -17.3818
H -9.6277 -9.9793 -17.8877
H -6.0748 -18.5589 -19.2449
H -7.6384 -17.4761 -16.4136
H -5.6112 -16.0239 -20.5580
C -4.0606 -19.4442 -20.4964
Br -10.4677 -17.3774 -14.0446
H -10.3215 -13.6567 -16.7363
H -1.9979 -16.1597 -9.7983
P -3.6562 -18.5584 -9.2511
H -3.0120 -15.3789 -15.2553
H -6.1884 -14.4149 -20.9792
H -3.1997 -14.9103 -13.4997
H -6.9596 -12.8727 -16.8066
C -6.2134 -15.1830 -20.2085
H -6.6190 -17.4097 -7.6253
C -10.3028 -9.3458 -17.3150
C -8.4911 -19.8832 -19.4544
H -2.1014 -19.8148 -11.2476
H -6.4623 -10.6554 -17.3609
H -4.7662 -17.4829 -18.6069
C -10.8520 -12.8789 -14.3950
H -0.2641 -12.6835 -11.4923
H -11.2587 -15.1211 -20.9238
H -10.5268 -16.1301 -22.1391
C -4.6623 -18.5057 -11.6753
H -1.8844 -21.0474 -22.2164
H -6.1301 -15.9951 -9.4936
H -7.0114 -16.3304 -17.4699
C -5.1750 -18.4878 -18.6362
C -5.4590 -15.7950 -15.6310
H -1.3862 -18.1369 -11.1600
O -4.8799 -16.0629 -16.6469
O -9.1629 -10.6128 -13.7187
O -7.5205 -15.6080 -19.8633
C -10.1868 -21.3235 -20.3173
H -10.7756 -12.3895 -13.4259
C -7.5376 -16.3936 -16.5181
N -10.5737 -11.9948 -15.5159
C -10.7508 -16.0749 -21.0718
H -2.5173 -19.5212 -22.5764
Br -10.9427 -17.0447 -17.2808
*
```


# 2
C26H62CdO14Zn as an isolated structure at a distorted geometry. Source: the OMol25 dataset; level of theory: ωB97M-V/def2-TZVPD.

Output
* calculated total energy: -109595.88969 eV
* HOMO-LUMO gap: 5.81 eV
* LUMO energy: -8.18 eV

The geometry in ORCA input format:
```
! RIJCOSX wB97M-V def2-TZVPD def2/J DEFGRID3
* xyz 2 1
H -1.2497 4.4848 0.9581
H -0.0742 -4.7883 -2.9374
H -1.5336 0.6794 -1.6968
H -0.4125 0.0779 6.1858
H 0.7906 2.7080 -3.8794
H -1.8195 -1.5901 -2.9139
O -4.1844 -2.8015 -2.8330
H 1.0960 3.2711 1.1414
C -3.1814 -1.6902 2.8446
H -0.9999 -1.3258 8.1954
H -2.2880 -1.4069 6.9570
O 2.6031 3.9323 3.6415
C -4.1033 -2.2287 3.9462
H 2.1301 4.1470 2.8349
O 0.6508 -0.3249 -2.9227
H 2.5289 -4.1106 -4.4401
C 3.2257 -1.9368 4.4530
H 0.0877 -1.0555 4.3606
H -4.9940 -1.6057 4.0254
H -1.9603 -0.8873 -4.5614
Cd 2.5744 -0.8842 -3.2842
H 0.5575 -5.2754 -4.6211
H 3.5986 3.1313 -3.1111
H -3.7856 -1.3280 2.0157
C 1.9060 -4.1435 -3.5482
H 2.0857 0.8043 -7.0878
H 2.0764 3.4331 -0.2749
H 2.4578 -0.1777 1.2626
H 0.8171 -1.1521 6.5745
O -1.0026 4.7247 0.0622
C -0.7352 0.3009 -1.0738
C 1.5736 -0.0956 0.6473
H 1.4551 -2.9859 -2.0684
C 0.4241 -4.5055 -3.8630
C 1.6633 3.3576 -3.8007
C -0.2153 -0.9942 6.2651
H -0.5547 2.8182 -0.5987
H 2.1778 -1.9952 -6.1977
C 1.7208 -0.2345 -0.7249
H -1.2749 -2.7393 7.1663
H 0.2545 -0.0309 -5.3343
H 4.2742 -1.8838 4.7489
H -1.8575 -1.1467 4.1230
H 2.4480 2.3769 -2.0582
H -4.8108 2.8629 -2.5507
H -3.0761 2.7187 -2.2300
H 0.5461 0.5640 -7.8219
H 3.2529 1.4572 -4.6179
H 2.3456 -4.8820 -2.8767
C 1.3243 0.0396 -7.2677
C -1.2492 -1.6492 7.1845
H -3.3834 -2.9685 -4.6544
O 0.1483 0.2886 2.3887
C -3.6595 -2.1641 -3.9696
O 1.9232 -1.3965 -5.4891
H -4.1883 -2.2643 -2.0373
H -4.4149 -1.6656 -4.5841
C -2.5069 -1.2164 -3.6761
C 1.2093 3.8641 0.2284
H 2.7229 2.0678 2.7685
Zn -1.8453 1.1619 2.6585
H 1.5135 4.2953 -3.2657
H -3.7450 4.7580 -1.1012
O 2.7823 -0.5980 -1.2940
H 4.1684 2.4812 3.7129
H -5.1778 4.0106 -0.4404
H -0.0437 4.1921 -1.5732
H -2.6069 -2.5859 2.6010
O 3.5005 -4.1814 5.1323
H 3.3136 -2.1807 3.3906
H 2.7800 2.7636 5.7376
C 3.0843 2.5793 3.6636
H -4.4173 -3.2386 3.6830
O -0.4917 -1.5322 4.9707
O -2.3948 -0.6791 3.4410
C 2.7151 2.4901 -3.1075
C 0.7980 -0.6568 -6.0376
C 2.3922 2.1151 4.9553
H -2.7597 -0.2482 -3.2342
H 2.6439 1.0699 5.1528
H 2.7329 -0.9645 4.4530
H 1.9562 3.6932 -4.7968
C -4.1381 3.8202 -0.7051
C 0.5045 -0.0388 -1.6979
O -1.9981 0.6139 0.8355
H -0.0366 -3.5905 -4.2349
H -3.5679 3.5492 0.1831
H 1.5042 4.8648 0.5424
H 0.0934 -1.4230 -6.3683
O -4.2286 1.4689 -1.0634
H 3.0739 -5.0332 5.0156
C -0.8774 0.2983 0.2615
C 0.3112 0.0852 1.1445
C -4.0692 2.6988 -1.7720
H 1.7264 -3.3802 4.4986
H 1.3076 2.1404 4.8581
H -3.5535 -2.2516 4.8866
C -0.1122 3.8166 -0.5524
O 1.9465 -2.8660 -2.8882
H 2.2023 -2.8915 6.1565
H -3.3999 1.2857 -0.6138
H 1.9159 -0.6118 -7.9137
C 2.5601 -3.1056 5.1490
O 2.8029 1.2265 -3.7958
*
```


# 3
C26H62N8O10V as an isolated structure at a distorted geometry. Source: the OMol25 dataset; level of theory: ωB97M-V/def2-TZVPD.

Output
* calculated total energy: -86049.59741 eV
* relative energy (zero: lowest compared OMol25 entry of this formula, charge and spin): 0.0 kJ/mol
* HOMO-LUMO gap (spin up / spin down): 7.25 / 8.17 eV
* LUMO energy (spin up / spin down): -0.12 / -0.13 eV
* <S²>: 3.76

The geometry in ORCA input format:
```
! RIJCOSX wB97M-V def2-TZVPD def2/J DEFGRID3
* xyz 0 4
H 0.7288 3.9042 -0.4964
O 2.9885 6.4680 1.8964
C 0.4076 4.5897 0.2933
H 1.4181 0.8372 4.4832
C -2.3490 -2.1848 3.3136
H -3.4381 2.2567 -4.0458
H 3.4137 -4.6631 0.9060
C 2.1665 1.1762 3.7703
H 0.2468 -1.5253 -6.2335
H -3.1605 -1.6162 0.2806
H -2.4047 0.3759 1.3265
H 1.0431 -0.2150 -0.0915
H -1.8549 2.3368 -4.8704
C 5.2930 1.7212 -1.0356
H -1.6762 -1.4809 6.2419
C -3.3997 -3.8163 -1.3288
C -2.9712 3.4583 0.9194
O -0.4347 -4.0012 -3.0213
C -0.7389 0.9864 -2.6281
H -1.4247 -3.2960 6.1435
C -2.8031 -0.1739 -3.1512
N 0.4328 -2.2914 -4.2072
H -6.1436 -4.1121 -0.6316
H 3.7516 -1.6523 3.0410
H -4.9021 -1.3554 0.4023
H 4.4078 -0.1765 1.6833
H 2.9748 0.6729 1.0433
H -0.5578 5.0217 0.0438
H -1.8839 -2.0328 2.3255
H 3.2777 -3.1169 -0.0030
C 3.6246 0.5410 1.9129
H 1.3538 5.4391 2.4890
H -1.4672 -3.0309 -4.4442
H -2.7534 2.0671 3.7653
H 3.0610 2.1749 -2.4382
H 2.3208 0.8331 -1.7830
N -1.9142 0.9645 -3.3049
H 0.6943 -0.3423 -5.0254
H 0.1855 -2.0421 3.0513
H -0.8933 -0.8989 -5.0703
H -3.7448 -4.3223 -2.2420
H -2.0385 3.0978 -3.3753
C -0.5357 -3.1316 -3.8750
V -0.0622 -4.0063 -0.8152
H 4.0004 -4.5707 -0.6786
N -4.3265 -2.9971 -0.8533
C 3.2890 -0.9798 3.7822
H 2.0852 -1.2484 -3.5770
C -5.7145 -3.2801 -1.1961
H 2.3426 -3.0109 -3.6118
C 3.1523 -4.2036 -0.0652
N 1.4328 5.5993 0.4647
C 4.6297 -0.6120 -1.2636
C -1.8600 -2.4077 5.6889
O 2.9915 -1.2577 4.9134
C -2.1107 2.4309 2.9590
H 5.0031 2.7505 -1.2978
H 0.1236 -0.6386 1.2809
H -1.2916 1.7052 2.9458
H 0.3471 3.9356 1.1646
O -2.6429 4.5816 1.2285
H 1.4545 -2.2861 -2.3144
O -0.1318 -1.9375 -0.3126
H -5.7956 -3.5301 -2.2558
H 3.6640 -1.0885 -1.1196
H -4.1253 -2.7783 1.1640
C -2.3618 2.2012 -3.9069
N -1.4580 -2.2614 4.3125
H 2.2727 7.2628 -0.5210
H -0.4383 0.0214 -2.1747
C -0.0414 -2.0302 4.1166
H 1.9366 5.8895 -1.5793
H -6.3349 -2.4065 -1.0162
C 3.2580 1.1121 -2.2660
H 0.6240 6.8923 -0.9679
C 1.5860 6.4366 -0.7027
H 5.4055 -0.8007 -0.5314
H 0.5788 -2.7095 4.7043
N 4.4263 0.7912 -1.4826
C 1.9607 5.8817 1.6769
H -3.3841 3.1872 -0.0662
H 5.0049 -1.0757 -2.1890
C 1.6290 -2.2154 -3.3916
O 6.3625 1.4939 -0.5055
H -1.7901 3.4492 3.1376
N -2.7780 2.3610 1.6869
O -3.5529 -2.1927 3.4704
O -2.2515 -3.9305 -0.9519
H 1.6120 1.7405 3.0205
H -3.1432 -0.4509 -4.1552
C -4.1326 -2.1116 0.2935
C -3.2529 1.0699 1.2502
H -2.9385 -2.5091 5.8195
H 1.5069 -1.6167 0.9660
O 0.0925 1.8936 -2.6984
H -2.1649 -0.9601 -2.7514
H 2.8136 1.8666 4.3198
H 3.4467 0.7417 -3.2779
H 0.3127 -1.0679 4.5091
H -3.6380 1.0506 0.2352
O 1.9042 -4.5986 -0.4760
H 4.0851 1.5246 2.0560
C 0.1314 -1.2640 -5.1803
H -3.7032 0.0204 -2.5647
H -3.9944 0.6465 1.9355
N 2.9761 0.1703 3.1508
C 0.6779 -1.1180 0.4346
*
```


# 4
A 4-piece molecular cluster, C26H62NO14P4 overall at a distorted geometry. Source: the OMol25 dataset; level of theory: ωB97M-V/def2-TZVPD.

Output
* calculated total energy: -95271.86744 eV
* HOMO-LUMO gap: 4.41 eV
* LUMO energy: -0.15 eV

The geometry in ORCA input format:
```
! RIJCOSX wB97M-V def2-TZVPD def2/J DEFGRID3
* xyz -1 1
C 2.2501 4.8278 0.1494
C 2.2746 4.7139 -4.7075
H -0.2871 0.9362 -1.0167
H -2.5818 -0.6898 2.5946
H 1.2046 -2.0690 3.9988
H 2.8907 -7.9467 1.0766
H -0.7057 3.3606 6.6776
C 0.9468 -7.7544 1.9873
H 4.9025 2.6595 -4.7575
C -0.4613 3.2002 1.8206
O -4.7106 -0.2039 -2.7062
H 1.2563 4.4294 4.5686
H -1.5065 3.0874 2.1144
P 0.2625 -5.2339 2.6237
H 3.7089 -5.2924 5.3188
O -0.1777 4.2470 -4.0580
H -6.5780 -1.6180 -2.4471
H -0.9893 4.7946 5.6861
H 5.8495 4.0776 -6.5599
H -5.4085 -3.6108 -4.4614
H 6.6015 4.4938 -4.9746
O -4.7101 -2.4588 -2.0704
H 1.8277 -2.2473 1.5478
C 1.5495 4.7406 -0.8546
C 2.9495 -4.9763 4.5992
H -2.7061 -3.3640 0.8141
O -1.6138 0.9280 3.3747
H 1.5437 -6.5480 5.0960
C 1.0185 4.0461 5.5626
H 0.2490 -0.9965 2.9516
C -3.9652 0.4955 3.7254
C -1.6733 -0.0227 -2.3679
H 0.1965 -2.8253 1.1972
H -4.0750 -3.7459 -0.1983
C 0.3592 1.9731 2.1468
H 1.2888 2.1325 -6.1947
P -4.0066 -1.0189 -1.6363
O -2.5501 -1.1525 -2.3965
H 2.1865 5.7530 -5.1756
C 0.9725 -2.7792 1.9690
O 1.2057 -6.5906 2.7673
H -0.0424 1.0854 1.6547
C 0.8870 2.4945 -5.2068
C 4.5470 3.7432 -4.7503
H -2.2139 0.8810 -2.6646
C 0.4673 -2.0381 3.1936
O -3.3620 -1.7982 -0.2791
H 1.4936 2.0531 -4.3558
H -5.1121 -1.8931 -4.6114
H 2.9761 -3.8883 4.5200
H -0.5841 -0.7807 -0.6626
H 1.8344 -6.8454 0.2210
H -4.6914 -0.2793 3.9823
H 3.2924 4.0472 -6.3229
H 4.9019 6.6001 -4.7897
O -0.1489 -5.5129 1.1888
C -2.1513 -3.7730 -1.1937
H -1.8010 0.4224 -0.2542
H 1.3582 2.1229 1.7278
C -1.0453 0.1515 -0.9989
H -6.5184 -3.3663 -2.3270
H -0.1062 -7.8135 1.7066
H -1.9328 -4.8169 -0.9565
H 1.5646 -8.5934 0.0916
H -0.8922 -0.1990 -3.1095
O 0.5602 1.7119 3.5445
H -1.2148 -3.2127 -1.1941
H -0.4419 3.3870 0.7446
H 1.5628 3.1047 5.6819
C -2.5857 -0.1031 3.5182
P 0.6414 4.6104 -2.5526
O -1.7295 1.0543 5.6938
H 6.2969 6.6333 -5.9351
H 1.3857 4.7498 6.3117
H 4.6665 6.3044 -6.6282
H 4.5911 4.0719 -3.6775
C 1.8535 -7.7879 0.7704
O 1.4132 -4.0974 2.2944
H 0.7648 3.1663 -2.4168
H -0.6043 4.6131 -1.7975
H -0.0728 4.0812 2.3328
H -6.7724 -2.5066 -4.7232
O 2.2181 4.7958 -3.3005
O -1.0047 3.0425 4.6532
P -0.6782 1.4198 4.6557
H 3.2324 -5.3807 3.6269
C 1.5817 -5.4589 5.0412
H -4.2998 0.9970 2.8137
H 1.4145 -5.1010 6.0611
C -5.8142 -2.6267 -4.2125
H 0.4786 4.4029 -6.1545
H -2.3177 -0.7869 4.3261
C 5.6302 4.5683 -5.5570
C 5.3111 6.1105 -5.7136
H -0.4477 -2.4991 3.5786
H 1.1539 -8.6245 2.6164
O 0.4802 -4.9652 4.2777
N 3.1878 3.7375 -5.3440
C -3.1276 -3.2044 -0.1833
H -0.1506 2.0435 -5.0847
H 0.3737 6.0327 -2.6722
C -0.4775 3.8303 5.7144
C 0.8028 4.1038 -5.1053
H -2.5491 -3.7440 -2.2087
H -3.9684 1.2512 4.5127
H 3.1283 5.0136 0.8126
C -5.9816 -2.4935 -2.7096
*
```